[1]
99
Properties=species:S:1:pos:R:3:forces:R:3 method="wB97M-V/def2-TZVPD" lumo_energy_ev=-2.61 total_charge=+1 fmax_ev_per_a=1.55 orbital_gap_ev=7.95 e_tot_ha=-6557.49473
Pb 0.080 0.802 0.623 0.3 -0.5 -0.7
Cl 1.785 3.049 -0.307 0.2 0.4 -0.2
C 3.493 3.157 0.016 0.3 0.0 0.2
C 4.248 3.766 -0.978 -0.1 0.0 -0.1
C 5.618 3.869 -0.860 0.1 0.0 0.0
C 6.266 3.326 0.240 0.0 0.0 0.0
C 5.508 2.731 1.223 -0.6 0.0 0.0
Cl 6.246 1.993 2.604 0.3 0.1 0.0
C 4.100 2.671 1.173 0.2 0.1 0.0
S 3.422 1.966 2.649 -0.3 -0.1 0.1
H 3.744 4.159 -1.850 0.0 0.0 0.0
H 6.188 4.363 -1.634 0.0 0.0 0.0
H 7.341 3.384 0.335 0.0 -0.1 0.1
Cl -1.355 5.315 6.422 0.0 0.0 0.1
C -0.409 4.416 5.303 0.1 -0.1 -0.2
C -0.740 3.100 5.024 -0.1 0.0 0.0
C 0.016 2.401 4.104 0.2 0.2 -0.1
Cl -0.439 0.767 3.742 -0.1 -0.1 0.4
C 1.102 2.976 3.435 0.0 0.2 0.4
O 1.753 2.218 2.501 0.3 0.0 -0.3
C 1.392 4.313 3.724 0.0 -0.2 -0.1
Cl 2.636 5.146 2.866 0.0 0.0 -0.1
C 0.658 5.020 4.661 -0.1 0.1 0.0
H -1.573 2.621 5.517 0.0 0.0 0.0
H 0.913 6.049 4.871 0.0 0.0 0.0
F -8.114 -2.201 -0.646 0.1 0.0 0.0
C -7.369 -2.214 0.474 -0.1 -0.1 0.0
F -7.549 -3.420 1.048 0.0 0.1 0.0
F -7.885 -1.294 1.308 0.0 -0.1 -0.1
C -5.917 -1.964 0.179 0.0 0.1 0.1
C -5.235 -2.863 -0.636 0.0 0.0 0.0
C -3.898 -2.653 -0.918 0.0 -0.1 0.0
C -3.219 -1.561 -0.378 0.1 0.3 0.1
C -3.915 -0.687 0.450 0.1 -0.1 0.0
C -5.263 -0.875 0.727 -0.1 0.0 0.0
P -1.442 -1.128 -0.787 -1.4 -0.7 -0.2
C -1.696 -0.966 -2.587 0.3 0.0 0.1
C -1.533 -2.020 -3.477 0.0 0.0 0.0
C -1.583 -1.792 -4.844 0.0 0.1 -0.1
C -1.809 -0.509 -5.319 0.0 0.0 0.0
C -2.038 0.540 -4.440 0.0 0.0 0.0
C -1.976 0.308 -3.077 0.0 0.0 0.0
C -1.696 -0.247 -6.794 0.1 0.0 -0.1
F -0.396 -0.111 -7.145 -0.2 0.0 0.0
F -2.192 -1.254 -7.531 0.0 0.1 0.1
F -2.321 0.879 -7.168 0.0 -0.1 0.0
C -0.721 -2.756 -0.367 0.2 0.1 0.1
C -1.155 -3.318 0.838 -0.1 0.0 0.0
C -0.532 -4.428 1.373 0.1 0.0 -0.1
C 0.573 -4.969 0.724 -0.1 0.0 0.1
C 0.984 -4.459 -0.496 0.1 -0.1 0.1
C 0.335 -3.362 -1.041 0.0 0.2 -0.1
C 1.319 -6.074 1.414 0.1 0.0 0.2
F 2.481 -6.367 0.817 -0.1 0.0 0.0
F 1.620 -5.704 2.694 0.0 -0.1 -0.2
F 0.605 -7.203 1.506 0.0 0.0 0.0
H -5.757 -3.719 -1.043 0.0 0.0 0.0
H -3.368 -3.355 -1.551 0.0 0.0 0.0
H -3.384 0.142 0.907 -0.1 0.0 0.0
H -5.800 -0.184 1.362 0.0 0.0 0.0
H -1.353 -3.024 -3.114 0.0 0.0 0.0
H -1.435 -2.601 -5.547 0.0 0.0 0.0
H -2.249 1.528 -4.825 0.0 0.0 0.0
H -2.114 1.131 -2.386 0.0 0.0 0.0
H -1.992 -2.877 1.366 0.0 0.0 0.0
H -0.884 -4.873 2.296 0.0 0.1 0.0
H 1.822 -4.914 -1.007 0.0 0.1 0.0
H 0.675 -2.967 -1.988 0.0 0.1 0.0
C -3.205 5.297 0.471 0.0 0.0 0.0
C -3.653 4.060 0.035 0.0 0.0 0.0
C -2.782 2.985 0.095 0.0 0.0 0.0
N -1.532 3.077 0.558 -0.2 0.2 -0.1
C -1.117 4.271 0.989 -0.1 0.0 0.0
C -1.914 5.402 0.963 0.0 0.0 0.0
H -3.850 6.165 0.429 0.0 0.0 0.0
H -4.657 3.926 -0.341 0.0 0.0 0.0
H -3.093 2.007 -0.253 0.0 0.0 0.0
H -0.103 4.331 1.364 0.1 0.0 0.0
H -1.528 6.345 1.326 0.0 0.0 0.0
C 5.225 -2.821 -1.107 0.0 0.1 0.0
C 5.084 -1.457 -0.424 0.1 -0.1 -0.1
C 3.905 -1.395 0.483 0.0 -0.3 0.4
N 2.983 -0.511 0.466 0.0 0.3 -0.5
N 2.001 -0.693 1.396 -0.2 -0.7 0.5
C 2.203 -1.746 2.153 0.5 0.1 -0.3
N 1.431 -2.139 3.179 0.1 -0.1 0.1
S 3.659 -2.601 1.744 -0.2 0.2 -0.1
H 6.144 -2.849 -1.691 0.0 0.0 0.0
H 4.391 -3.012 -1.783 0.0 0.0 0.1
H 5.272 -3.624 -0.370 0.0 0.0 -0.1
H 4.977 -0.664 -1.164 0.0 0.1 0.1
H 5.986 -1.258 0.161 0.0 0.1 0.0
H 0.516 -1.750 3.301 -0.1 0.1 0.0
H 1.655 -2.989 3.664 -0.1 -0.1 0.0
C 1.509 -0.308 -2.319 0.0 0.1 0.1
O 0.522 -0.325 -1.321 0.3 0.4 0.4
H 2.009 -1.282 -2.397 0.0 0.0 0.0
H 2.282 0.434 -2.090 0.0 0.0 -0.1
H 1.064 -0.071 -3.294 0.0 0.0 0.0

[2]
42
Properties=species:S:1:pos:R:3:forces:R:3 method="wB97M-V/def2-TZVPD" lumo_energy_ev=-5.24 total_charge=+1 fmax_ev_per_a=4.49 orbital_gap_ev=7.10 e_tot_ha=-1132.23087
F 0.159 -3.598 3.398 0.0 1.5 -0.6
C 0.030 -2.283 2.996 -0.3 -0.8 0.7
C -0.909 -1.492 3.664 0.9 0.6 -0.6
C -1.001 -0.144 3.264 -0.5 -0.5 0.2
C -0.270 0.329 2.193 0.4 -0.2 -0.6
C 0.664 -0.486 1.501 -1.5 -0.8 1.1
C 1.293 0.084 0.352 0.4 1.7 0.6
C 2.590 -0.300 -0.127 0.8 -0.4 -1.5
C 3.414 0.726 -0.681 -0.5 -0.2 -0.2
C 4.630 0.441 -1.282 0.2 -0.3 -0.1
C 5.105 -0.886 -1.336 -0.6 0.3 0.5
C 4.333 -1.908 -0.766 -0.2 0.0 -0.1
C 3.077 -1.636 -0.217 -0.1 0.2 -0.4
C 0.824 -1.818 1.964 0.0 -0.1 -0.3
H -1.491 -1.892 4.484 0.0 0.0 -0.1
H -1.710 0.521 3.763 0.3 -0.3 -0.1
H -0.415 1.345 1.822 0.0 -0.2 0.3
H 1.057 1.151 0.202 0.6 -0.5 0.6
H 3.017 1.748 -0.694 0.3 -0.3 0.1
H 5.208 1.237 -1.757 -0.2 -0.2 0.3
H 6.044 -1.121 -1.836 -0.2 0.1 0.2
H 4.679 -2.948 -0.800 -0.2 0.5 -0.1
H 2.407 -2.469 0.010 0.5 0.3 0.0
H 1.521 -2.521 1.507 -0.4 0.3 0.4
O -1.537 -1.727 -0.537 0.2 1.9 -0.2
C -1.540 -0.514 -0.742 -1.0 -2.0 0.8
C -2.674 0.434 -0.689 -0.5 -0.1 -0.5
C -2.326 1.634 -1.302 -0.4 -0.2 0.6
C -3.285 2.631 -1.471 0.0 0.1 0.0
C -4.608 2.403 -1.080 0.0 -0.5 0.1
C -4.967 1.165 -0.507 0.0 -0.2 -0.1
C -4.000 0.171 -0.327 0.0 0.1 0.3
C -0.871 1.641 -1.683 0.7 0.7 -0.3
C -0.368 0.284 -1.193 0.6 -1.1 -1.6
N 0.392 -0.426 -2.101 3.4 -1.0 -1.7
N 1.246 -0.900 -2.695 -3.6 1.6 2.2
H -3.002 3.579 -1.914 -0.1 0.0 0.0
H -5.390 3.158 -1.251 0.6 -0.3 0.1
H -6.017 0.967 -0.231 0.7 0.2 -0.2
H -4.228 -0.805 0.101 -0.1 0.3 -0.1
H -0.744 1.731 -2.774 0.0 0.0 0.3
H -0.337 2.496 -1.227 -0.1 -0.4 -0.1

[3]
40
Properties=species:S:1:pos:R:3:forces:R:3 method="wB97M-V/def2-TZVPD" lumo_energy_ev=0.75 total_charge=0 fmax_ev_per_a=0.70 orbital_gap_ev=9.96 e_tot_ha=-939.70844 smiles="O=C(NCCc1ccccc1)[C@@H]1[C@@H](C(=O)O)[C@H]2C=C[C@@H]1C2"
O 0.890 -1.915 -1.448 0.1 -0.3 -0.4
C 0.537 -1.213 -0.523 0.1 0.4 0.4
N -0.683 -1.304 0.051 -0.3 0.0 0.2
C -1.749 -2.088 -0.525 0.0 -0.1 -0.3
C -2.651 -1.233 -1.433 0.1 -0.1 0.2
C -3.239 -0.088 -0.658 0.0 0.0 -0.2
C -2.570 1.128 -0.580 0.0 0.0 0.0
C -3.078 2.165 0.183 0.0 0.1 0.1
C -4.265 1.999 0.877 0.0 0.1 0.1
C -4.940 0.792 0.804 -0.1 0.0 0.1
C -4.427 -0.245 0.045 0.0 0.0 0.0
C 1.445 -0.194 0.150 -0.1 0.0 -0.2
C 2.639 0.186 -0.737 0.0 0.0 -0.2
C 2.660 1.642 -1.112 -0.4 0.0 0.1
O 1.816 2.454 -0.835 -0.1 0.1 0.0
O 3.752 1.958 -1.819 0.6 0.0 -0.3
C 3.871 -0.231 0.119 0.2 0.0 -0.1
C 3.863 0.686 1.315 0.3 0.0 0.1
C 2.833 0.340 2.076 0.0 -0.1 0.2
C 2.137 -0.813 1.400 -0.1 -0.2 0.1
C 3.328 -1.519 0.743 0.1 -0.2 0.0
H -0.956 -0.604 0.724 0.2 0.0 -0.1
H -1.282 -2.883 -1.110 -0.1 0.0 0.1
H -2.339 -2.527 0.285 0.0 0.0 -0.1
H -2.048 -0.856 -2.261 0.0 0.0 0.0
H -3.441 -1.868 -1.836 0.0 0.0 -0.1
H -1.646 1.267 -1.124 0.1 0.0 -0.1
H -2.546 3.103 0.233 0.0 0.1 0.0
H -4.664 2.808 1.471 0.0 0.1 0.0
H -5.868 0.658 1.340 -0.1 0.0 0.0
H -4.957 -1.186 -0.010 -0.1 -0.1 0.0
H 0.865 0.693 0.421 0.0 -0.1 0.0
H 2.625 -0.407 -1.657 0.0 0.1 0.1
H 3.743 2.901 -2.049 -0.2 -0.1 0.2
H 4.797 -0.286 -0.446 0.0 0.0 0.0
H 4.549 1.501 1.453 0.1 0.2 0.1
H 2.479 0.812 2.974 0.0 0.2 0.2
H 1.476 -1.413 2.021 0.0 0.0 0.0
H 3.032 -2.266 0.009 0.0 0.0 -0.1
H 4.012 -1.956 1.469 0.0 0.0 0.0

[4]
10
Properties=species:S:1:pos:R:3:forces:R:3 method="wB97M-V/def2-TZVPD" lumo_energy_ev=0.70 total_charge=0 fmax_ev_per_a=2.55 orbital_gap_ev=10.21 e_tot_ha=-354.48524 smiles="C=C(F)C(=C)F"
C 1.615 0.388 0.077 -0.4 0.9 -0.4
C 0.684 -0.551 -0.020 -1.1 0.1 0.2
F 1.035 -1.840 -0.059 0.6 -0.3 -0.2
C -0.816 -0.472 -0.059 1.9 -1.4 0.8
C -1.519 0.609 -0.062 -2.3 1.1 0.1
F -1.409 -1.686 0.082 0.2 0.5 -0.4
H 2.617 0.030 -0.069 0.4 0.1 0.3
H 1.458 1.497 0.148 -0.1 -1.5 -0.1
H -2.624 0.437 -0.001 1.1 0.7 -0.1
H -1.041 1.587 -0.036 -0.4 -0.3 -0.2

For each record above, in turn, the calculated ΔE to the lowest compared entry with this formula, charge and spin values are 1.8233 0.3190 0.1485 0.4175 eV.